Entry from the OMol25 dataset: the molecule C5H10O (ωB97M-V/def2-TZVPD).

```
! wB97M-V def2-TZVPD RIJCOSX def2/J DEFGRID3
* xyz 0 1
C -0.87 -0.74 -0.89
C -0.01 0.16 0.01
C 0.35 1.45 -0.88
C 0.98 -1.12 0.76
C -0.60 0.61 1.31
O -0.59 -0.13 2.27
H -1.61 -0.23 -1.51
H -0.17 -1.25 -1.57
H -1.36 -1.49 -0.28
H -0.50 1.75 -1.53
H 1.18 1.30 -1.57
H 0.57 2.37 -0.30
H 0.45 -1.89 1.39
H 1.36 -1.67 -0.09
H 1.77 -0.76 1.43
H -0.95 1.64 1.45
*
```

The SMILES is CC(C)(C)C=O. Its orbital gap is 0.384 hartree. Its energy above the lowest of the compared OMol25 structures with the same formula, charge and spin is 48.6 kcal per mole. As for the total energy: -271.6751 Eh. The calculation puts the HOMO energy at -9.588 eV.